Formula: C43H45BInN3P2S
Source: the OMol25 dataset
Level of theory: ωB97M-V/def2-TZVPD

Element x y z (Å)
In: 10.098121 13.138584 15.491176
C: 11.749683 10.512353 20.757503
C: 11.382967 11.552910 19.633312
C: 11.081680 12.901634 20.359858
C: 12.390883 11.714671 18.614670
C: 13.510767 10.881002 18.549738
C: 14.591286 11.220130 17.741756
C: 14.550230 12.280462 16.852170
C: 15.596658 12.421659 15.840427
C: 13.450185 13.126581 16.930141
C: 12.417374 12.802639 17.773438
H: 10.945761 10.429103 21.550530
H: 12.737337 10.676473 21.232866
H: 11.887575 9.478955 20.363625
H: 10.483144 11.189563 19.025470
H: 11.962580 13.099414 21.056462
H: 10.219249 12.705129 21.033705
H: 10.974952 13.758293 19.727578
H: 13.577200 9.977348 19.199433
H: 15.448783 10.540874 17.885736
H: 16.637139 12.608546 16.232739
H: 15.369631 13.276776 15.197148
H: 15.621264 11.497237 15.231085
H: 13.413159 13.942847 16.260745
H: 11.563154 13.498586 17.744368
N: 10.452058 14.811357 12.250011
P: 10.051110 13.170440 12.511522
C: 11.044928 12.359443 11.293153
C: 11.051317 12.872852 9.965387
C: 11.797080 12.203508 9.009250
C: 12.438692 10.998754 9.217543
C: 12.530785 10.519400 10.527411
C: 11.884252 11.193561 11.540589
C: 8.351306 13.084538 11.900779
C: 7.385730 13.978126 12.338599
C: 6.168992 14.099562 11.690627
C: 5.865839 13.214750 10.640760
C: 6.894727 12.363489 10.194866
C: 8.084608 12.180458 10.870368
P: 11.005284 15.884978 13.498572
C: 10.468043 17.459739 12.693107
C: 9.683552 18.300903 13.487060
C: 9.283610 19.540310 13.050691
C: 9.759139 20.067533 11.839950
C: 10.499784 19.192260 11.020008
C: 10.779861 17.891136 11.388659
C: 12.727262 16.009945 13.033132
C: 13.471763 14.837324 12.786662
C: 14.742269 14.887061 12.133483
C: 15.329648 16.107527 11.908325
C: 14.709170 17.217749 12.400031
C: 13.509746 17.212765 13.108866
H: 9.713944 15.129957 11.632212
H: 10.549980 13.792258 9.790122
H: 11.893888 12.676414 8.042221
H: 12.959397 10.497943 8.396416
H: 13.258574 9.743094 10.829182
H: 11.906953 10.949747 12.618481
H: 7.571149 14.564480 13.234958
H: 5.518999 14.842761 12.116760
H: 4.897128 13.210585 10.142285
H: 6.799604 11.784247 9.267529
H: 8.816908 11.424472 10.529646
H: 9.449992 18.041763 14.532130
H: 8.455216 20.057335 13.594861
H: 9.343975 21.046474 11.462600
H: 10.894655 19.458178 10.046086
H: 11.365279 17.296207 10.716700
H: 12.942841 13.876340 12.916247
H: 15.214010 13.956131 11.788172
H: 16.334280 16.195397 11.472165
H: 15.227100 18.113552 12.311307
H: 13.121754 18.165456 13.430841
B: 9.292280 17.655101 17.263184
C: 9.752282 16.167699 17.301155
N: 10.081386 15.060375 17.158381
H: 10.098328 18.368937 16.700310
H: 8.142367 17.581451 16.942313
H: 9.317048 18.030503 18.386112
S: 6.172329 10.523752 18.182087
C: 7.267802 11.849804 17.664708
N: 8.340941 11.532531 16.985548
C: 8.312978 10.139952 16.719289
C: 9.297089 9.333346 16.128856
C: 9.035387 8.035443 15.715448
C: 7.793725 7.469890 16.037018
C: 6.845898 8.194363 16.792322
C: 7.136134 9.478415 17.174073
H: 7.969193 13.715597 18.300026
H: 10.250943 9.791887 15.861417
H: 9.777474 7.486051 15.136208
H: 7.494231 6.450534 15.788070
H: 5.827848 7.754386 16.986846
C: 7.014470 13.269020 18.038617
H: 6.652270 13.789124 17.115257
H: 6.254569 13.383874 18.805342

Forces on the atoms, in the same order (eV/Å):
0.21 0.15 0.99
-0.51 -0.94 -0.23
-2.26 -0.63 1.39
0.81 -1.46 1.64
2.72 -0.42 -0.62
0.19 -0.14 0.60
-0.06 -1.52 0.70
-0.19 -0.19 1.08
1.65 0.43 -0.91
0.72 -1.64 -0.17
-1.57 1.62 -0.29
0.91 0.35 -0.90
-0.62 0.59 -0.13
-0.46 0.59 -0.01
0.50 0.39 1.29
-0.96 -0.14 -0.88
0.31 0.58 -0.53
-0.43 0.35 -0.34
0.06 0.94 -0.63
-0.17 0.55 -0.73
-1.02 -0.34 -0.16
0.08 -0.17 -0.17
0.17 0.55 0.12
-0.28 0.98 -0.52
0.47 -0.33 0.42
-1.05 -0.78 -0.28
0.64 0.09 1.48
1.43 -1.74 -2.65
0.97 -1.53 1.93
-0.41 0.60 -1.03
0.51 -0.13 0.59
0.91 -0.17 0.39
-2.27 2.19 1.19
0.96 -0.73 -0.47
0.26 0.12 0.18
-0.12 -1.08 0.13
0.92 0.61 -0.03
-0.88 -0.94 -0.57
-0.07 0.67 -0.25
-0.81 0.57 -0.45
-0.58 0.14 0.42
0.52 -0.65 0.94
-1.17 1.49 -0.73
-1.12 -0.37 -0.39
-0.08 0.39 -0.21
0.26 0.18 1.30
2.86 0.29 1.12
-0.16 0.03 -1.47
-1.16 -1.11 0.70
0.84 -0.84 -0.21
-0.74 0.18 1.41
-0.75 -1.20 -2.00
0.39 0.99 -0.13
-0.30 0.59 -0.51
-0.17 -0.14 -0.27
-0.15 0.24 0.34
-0.77 0.16 -0.52
0.39 -0.44 -0.77
0.14 0.30 -0.28
-0.64 -0.04 -0.29
0.33 0.20 0.03
-0.51 0.09 0.48
-0.51 0.75 0.20
-0.07 -0.20 -0.62
1.22 -0.19 -0.23
0.90 -1.13 0.47
-0.29 0.48 0.01
0.18 -0.42 -0.17
0.52 0.38 -0.24
-0.22 0.42 0.36
-0.64 -0.10 -0.07
0.75 1.70 -0.07
-0.32 0.00 0.16
0.24 0.12 0.70
0.57 -0.66 -0.87
-0.34 0.21 0.32
-0.25 -0.28 -0.47
-0.32 0.32 -0.57
-0.10 0.19 0.76
0.94 1.04 -1.21
0.64 -0.17 0.26
-1.35 -1.42 0.69
-0.42 -0.72 0.64
0.31 1.20 -0.85
-0.64 -0.21 0.48
-0.77 0.17 0.59
-0.51 -1.47 -0.57
0.46 0.70 -0.06
-0.05 0.25 0.22
-0.19 -0.06 0.07
-0.18 0.09 0.30
0.42 0.29 -0.27
1.35 0.40 0.02
-0.35 0.16 -1.02
0.21 -0.26 0.74
0.11 0.02 0.12

Calculated values
- LUMO energy (eV) = -0.22
- strongest force on any atom (Eh/bohr) = 0.068
- HOMO-LUMO gap (eV) = 7.054
- ΔE to the lowest compared entry with this formula, charge and spin (kcal per mole) = 0.0
- energy (eV) = -85052.404

Atom charges from the Löwdin analysis, given in e for atoms 1 to 5: atom 1 (In): 0.7189, atom 2 (C): -0.0889, atom 3 (C): -0.3720, atom 4 (C): -0.0509, atom 5 (C): -0.2526